Molecular formula: CH3NO2S
Method: DFT, ωB97M-V/def2-TZVPD

```
8
CH3NO2S | the Open Molecules 2025 dataset | ωB97M-V/def2-TZVPD
C 0.08 0.95 1.59
N -0.30 -0.70 -1.32
O 0.63 -0.04 1.95
O -0.97 1.77 -1.59
S -1.44 0.49 -0.88
H 0.19 1.97 1.64
H -0.61 -1.63 -1.21
H 0.55 -0.64 -0.70
```

ΔE to the lowest compared entry with this formula, charge and spin (kJ/mol): 307.67
Charge: 0
LUMO level (spin up / spin down) (Eh): 0.0068 / -0.0269
HOMO energy (spin up / spin down) (eV): -8.596 / -8.268
Kohn-Sham gap (spin up / spin down) (Eh): 0.32271 / 0.27690